*w*
9
Properties=species:S:1:pos:R:3:mulliken_charge:R:1 method="wB97M-V/def2-TZVPD" orbital_gap_ha=0.374
N -0.82 0.21 0.27 -0.30
O 1.08 0.53 -1.34 -0.45
O 0.74 -1.67 -0.35 -0.46
P 0.87 -0.11 0.13 0.30
S -1.33 1.63 1.07 -0.16
H -1.29 0.09 -0.63 0.31
H 2.00 0.62 -1.62 0.31
H 0.69 -2.30 0.37 0.32
H -1.93 1.00 2.10 0.13

=====

*x*
9
Properties=species:S:1:pos:R:3:mulliken_charge:R:1 method="wB97M-V/def2-TZVPD" orbital_gap_ha=0.285
N 0.24 0.99 1.28 -0.64
O -1.07 -0.95 0.10 -0.47
O 1.40 -0.56 -0.22 -0.45
P 0.00 0.19 -0.27 0.61
S -0.15 1.22 -2.60 -0.37
H -0.62 1.46 1.41 0.29
H 0.20 0.11 1.88 0.30
H -1.56 -1.17 -0.71 0.38
H 1.55 -1.29 -0.88 0.36

=====

*y*
9
Properties=species:S:1:pos:R:3:mulliken_charge:R:1 method="wB97M-V/def2-TZVPD" orbital_gap_ha="0.270 / 0.273"
N 2.09 0.10 -0.36 -0.43
O -0.81 1.27 -0.91 -0.47
O -0.19 0.01 1.24 -0.53
P -0.43 -0.24 -0.39 0.54
S -2.27 -1.16 0.08 -0.25
H 2.50 -0.39 -1.16 0.21
H 0.04 1.71 -1.01 0.36
H 0.83 0.19 1.34 0.41
H -1.76 -1.48 1.16 0.16

=====

Most stable: *w* (next structure +0.0373 hartree)

=====

*w*
21
Properties=species:S:1:pos:R:3:mulliken_charge:R:1 method="wB97M-V/def2-TZVPD" multiplicity=2 orbital_gap_ha="0.341 / 0.185" charge=+1 s2=0.76
O 0.21 0.24 -2.62 -0.17
C 0.63 1.00 -1.84 -0.07
C 0.36 0.74 -0.29 0.22
C -1.13 0.55 -0.02 -0.54
C -1.52 -0.81 0.58 -1.28
N 1.01 1.67 0.59 -0.37
H 1.19 1.94 -2.08 0.33
H 0.80 -0.22 0.01 0.31
H -1.80 0.72 -0.87 0.44
H -1.46 1.39 0.60 0.39
H -2.21 -1.35 -0.07 0.34
H -0.68 -1.42 0.90 0.41
H -2.17 -0.69 1.46 0.35
H 1.07 2.60 0.17 0.32
H 1.98 1.44 0.80 0.31
H 1.28 -3.92 -1.62 0.32
H 0.82 -2.38 -1.77 0.29
O 0.67 -3.23 -1.31 -0.61
H -0.34 0.47 3.04 0.28
H 0.20 1.19 4.20 0.32
O -0.36 0.44 3.99 -0.61

=====

*x*
21
Properties=species:S:1:pos:R:3:mulliken_charge:R:1 method="wB97M-V/def2-TZVPD" multiplicity=2 orbital_gap_ha="0.404 / 0.200" charge=+1 s2=0.78
C -1.35 -0.26 -0.96 -0.37
C -0.98 1.08 -1.59 -1.13
C -0.20 -1.17 -0.59 0.50
N 0.16 -1.15 0.77 -0.04
C 0.96 -2.25 1.31 -0.93
O 0.39 -1.87 -1.37 -0.30
H -1.95 -0.84 -1.67 0.35
H -2.00 -0.13 -0.10 0.40
H -0.72 0.89 -2.63 0.36
H -1.78 1.80 -1.49 0.31
H -0.11 1.59 -1.16 0.32
H -0.47 -0.66 1.39 0.40
H 1.11 -2.98 0.57 0.40
H 0.45 -2.66 2.18 0.35
H 1.94 -1.86 1.60 0.34
H 1.86 0.93 -0.45 0.25
H 2.70 2.09 0.04 0.34
O 1.96 1.89 -0.55 -0.62
H -0.23 1.18 1.57 0.30
H -1.15 2.37 1.22 0.34
O -0.60 2.00 1.92 -0.58

=====

Most stable: *x* (next structure +0.0319 hartree)

=====

*w*
17
Properties=species:S:1:pos:R:3:mulliken_charge:R:1 method="wB97M-V/def2-TZVPD" orbital_gap_ha=0.380
O -0.91 -1.89 -1.09 -0.54
C -0.46 -0.58 -1.18 0.10
C -1.45 0.57 -0.75 -0.63
C -1.28 0.02 0.71 -0.31
C 0.18 -0.05 0.13 -0.23
C 1.41 -0.52 0.80 0.31
N 2.45 -0.99 0.30 -0.66
C -0.19 1.33 -0.43 0.61
O 0.29 2.42 -0.38 -0.58
H -1.38 -2.12 -1.90 0.33
H 0.11 -0.40 -2.10 0.49
H -2.36 0.91 -1.24 0.49
H -1.46 0.72 1.54 0.27
H -1.74 -0.95 0.89 0.27
O 2.06 0.53 1.87 -0.64
H 1.51 1.32 1.82 0.33
H 3.21 -0.31 1.02 0.39

=====

*x*
17
Properties=species:S:1:pos:R:3:mulliken_charge:R:1 method="wB97M-V/def2-TZVPD" orbital_gap_ha=0.302
C 1.47 -0.89 -0.90 -0.80
C 0.64 0.24 -0.51 1.31
C 1.09 -1.68 1.24 -0.03
C -2.03 -1.97 0.69 0.76
C 0.40 1.21 -1.58 -1.42
C -0.40 1.28 1.45 -1.09
N 0.38 0.28 0.74 -0.34
O -1.61 -2.96 1.04 -0.36
O -2.48 -0.97 0.32 -0.40
O 1.60 -1.77 0.13 -0.07
H 1.78 -1.26 -1.94 0.29
H -0.48 1.77 -1.43 0.44
H 1.19 1.82 -1.94 0.30
H 0.09 0.56 -2.35 0.39
H -0.09 1.13 2.53 0.28
H -0.09 2.21 1.16 0.44
H -1.46 1.02 1.36 0.31

=====

*y*
17
Properties=species:S:1:pos:R:3:mulliken_charge:R:1 method="wB97M-V/def2-TZVPD" orbital_gap_ha=0.354
O -2.16 -0.16 -0.58 -0.54
C -0.82 0.04 -0.35 0.61
C -0.32 -0.22 1.07 -0.21
N 0.78 -1.12 0.90 -0.50
C 0.10 -0.77 -1.22 0.53
O 1.10 -0.47 -1.83 -0.48
C -0.26 1.17 0.50 -0.64
C 1.01 1.81 0.25 -0.96
C 2.06 2.39 0.11 0.43
H -2.53 0.60 -1.04 0.37
H -1.11 -0.43 1.80 0.23
H 1.60 -0.90 1.46 0.20
H -1.05 1.84 0.85 0.47
H 2.92 3.02 -0.04 0.44
H 0.41 -2.20 0.53 0.34
O -0.38 -2.33 -1.24 -0.60
H -1.35 -2.25 -1.16 0.32

=====

Most stable: *x* (next structure +0.0102 hartree)

=====

*w*
56
Properties=species:S:1:pos:R:3:mulliken_charge:R:1 method="wB97M-V/def2-TZVPD" orbital_gap_ha=0.301
O 0.79 4.69 1.42 -0.65
C 0.27 3.65 1.75 0.64
N 0.75 2.40 1.56 -0.02
C 1.90 2.02 0.87 0.33
C 2.07 0.66 0.62 -0.58
C 3.19 0.20 -0.07 0.23
C 4.16 1.11 -0.50 0.41
C 3.96 2.47 -0.27 -0.90
C 2.85 2.93 0.40 -0.52
H 2.70 3.98 0.57 0.53
H 4.71 3.16 -0.63 0.43
O 5.30 0.71 -1.14 -0.48
C 5.55 -0.67 -1.01 -0.53
C 4.28 -1.46 -1.27 -0.48
H 4.45 -2.54 -1.19 0.34
O 3.30 -1.14 -0.31 -0.32
H 3.91 -1.22 -2.28 0.30
H 6.33 -0.92 -1.73 0.37
H 5.91 -0.89 0.01 0.29
H 1.35 -0.07 0.97 0.54
H 0.16 1.62 1.88 0.19
C -1.09 3.64 2.46 -0.84
H -1.15 2.91 3.26 0.40
H -1.31 4.65 2.83 0.45
S -2.44 3.26 1.29 -0.15
C -2.33 1.53 1.27 0.53
N -1.50 0.80 1.97 -0.67
N -1.74 -0.49 1.66 -0.55
C -2.70 -0.53 0.79 0.56
N -3.14 0.74 0.51 0.30
C -4.11 1.17 -0.47 -1.63
C -3.48 1.24 -1.82 0.91
C -2.69 2.19 -2.40 -0.44
C -2.32 1.68 -3.67 -0.48
C -2.90 0.45 -3.76 -0.56
O -3.60 0.17 -2.64 -0.30
H -2.90 -0.29 -4.53 0.49
H -1.71 2.16 -4.40 0.45
H -2.42 3.14 -1.98 0.51
H -4.47 2.16 -0.17 0.62
H -4.94 0.47 -0.48 0.34
C -3.27 -1.76 0.15 -0.49
O -2.93 -2.94 0.81 -0.45
C -1.62 -3.36 0.83 0.53
C -0.58 -2.75 0.15 -0.20
C 0.70 -3.27 0.26 -0.27
C 0.95 -4.39 1.03 -0.71
C -0.10 -5.01 1.69 -0.32
C -1.38 -4.49 1.60 -0.75
H -2.21 -4.95 2.12 0.42
H 0.08 -5.89 2.29 0.37
H 1.95 -4.79 1.11 0.40
H 1.52 -2.78 -0.25 0.34
H -0.73 -1.87 -0.45 0.41
H -2.96 -1.78 -0.91 0.28
H -4.36 -1.71 0.19 0.37

=====

*x*
56
Properties=species:S:1:pos:R:3:mulliken_charge:R:1 method="wB97M-V/def2-TZVPD" orbital_gap_ha=0.273
C -0.04 -3.01 -4.65 -1.55
C 0.28 -2.61 -3.24 0.80
C -0.16 -1.37 -2.78 -0.81
C 0.12 -1.00 -1.47 0.66
C 0.84 -1.85 -0.64 -0.61
C 1.27 -3.08 -1.09 0.66
C 0.99 -3.45 -2.40 -0.83
H 1.33 -4.41 -2.77 0.33
C 2.04 -3.99 -0.19 -1.47
H 2.00 -3.64 0.84 0.13
H 3.09 -4.04 -0.50 0.34
H 1.64 -5.00 -0.23 0.39
H 1.04 -1.55 0.38 0.54
O -0.26 0.18 -0.86 -0.16
C -0.92 1.20 -1.38 0.56
N -1.21 1.26 -2.68 -0.42
C -1.77 2.33 -3.19 0.24
N -2.01 3.46 -2.44 0.06
C -2.54 4.57 -3.00 -0.25
C -2.87 4.62 -4.32 -0.64
C -2.66 3.48 -5.12 -0.35
C -2.11 2.36 -4.56 -0.59
H -1.92 1.46 -5.13 0.48
H -2.92 3.50 -6.16 0.43
H -3.30 5.51 -4.74 0.41
H -2.68 5.40 -2.31 0.43
C -1.71 3.50 -1.03 -0.01
O -1.93 4.52 -0.42 -0.69
C -1.21 2.27 -0.50 0.64
C -0.92 2.23 0.91 -0.65
C -0.93 1.15 1.72 0.82
C -1.46 -0.11 1.36 0.14
N -1.98 -1.11 1.15 -0.62
C -0.43 1.27 3.11 -0.02
O -0.34 2.32 3.72 -0.69
N -0.03 0.08 3.64 0.02
H 0.04 -0.73 3.03 0.26
C 0.61 -0.02 4.93 -0.24
C 0.84 -1.48 5.23 -1.14
H 1.21 -1.66 6.23 0.46
H -0.02 -2.11 5.01 0.41
S 2.18 -1.85 4.04 1.04
O 3.12 -2.79 4.57 -0.72
O 1.59 -2.17 2.76 -0.61
C 2.88 -0.16 3.97 -0.72
C 2.01 0.64 4.91 -0.86
H 2.41 0.63 5.92 0.40
H 1.91 1.68 4.59 0.47
H 2.81 0.17 2.94 0.29
H 3.92 -0.22 4.28 0.48
H -0.02 0.49 5.67 0.49
H -0.69 3.19 1.36 0.55
H -0.72 -0.72 -3.42 0.66
H 0.42 -3.96 -4.90 0.37
H -1.12 -3.10 -4.78 0.32
H 0.31 -2.26 -5.35 0.34

=====

Most stable: *x* (next structure +0.0447 hartree)